154
Properties=species:S:1:pos:R:3 method="wB97M-V/def2-TZVPD" total_charge=-1 homo_lumo_gap_ev=6.01 e_tot_ha=-3371.0972 lumo_energy_ev=1.7
C -0.3945 2.8063 0.4044
C 0.1694 3.9229 0.8797
Nb -1.1229 5.2903 2.1067
C -1.5844 6.6526 0.3347
C -1.5249 5.8802 -1.0262
C -0.3317 6.2615 -1.9500
C 0.6353 5.0821 -2.2707
C 2.0600 5.6521 -2.3081
O 3.0092 4.8385 -2.9986
C 3.2046 3.5697 -2.4150
C 3.7808 3.6018 -0.9975
C -0.5971 4.0096 3.9845
O 0.2353 2.9089 3.5202
C 1.2035 2.4334 4.3328
C 2.1906 3.2177 4.8920
C 3.2030 2.7132 5.6703
C 4.2440 3.6784 6.2070
C 3.2293 1.3597 5.9332
C 2.2545 0.5571 5.3784
C 1.2576 1.0588 4.5789
C 0.2494 0.0638 4.0025
C -0.1105 0.3323 2.5099
C -1.0063 -0.1077 4.9113
B 0.6276 6.7449 2.6466
O 0.3215 8.1237 2.7532
N 2.0469 6.3720 2.8797
C 2.7994 6.2643 1.6022
C 2.7085 7.3792 3.7342
H -0.1028 2.3282 -0.5376
H -1.1973 2.3842 1.0047
H 1.2119 4.1526 0.6300
H -2.6332 4.2363 1.8038
H -2.1973 6.3282 3.1992
H -0.8433 7.4623 0.2644
H -2.5429 7.1742 0.4515
H -1.6216 4.7992 -0.9081
H -2.4162 6.1984 -1.5892
H -0.7545 6.5921 -2.9064
H 0.2620 7.0967 -1.5619
H 0.4500 4.7323 -3.2945
H 0.5182 4.2117 -1.6247
H 2.4416 5.9301 -1.3175
H 1.9987 6.5810 -2.8874
H 2.3039 2.9365 -2.4463
H 3.9378 3.0567 -3.0532
H 3.0265 4.0173 -0.3207
H 3.9909 2.5935 -0.6326
H 4.6612 4.2461 -0.9184
H -0.1130 4.6658 4.7092
H -1.5431 3.5769 4.3328
H 2.1574 4.2840 4.6615
H 5.1284 3.1368 6.5584
H 4.5730 4.3124 5.3763
H 3.8446 4.3046 7.0093
H 4.0194 0.9618 6.5652
H 2.2660 -0.5115 5.5819
H 0.7493 -0.9121 4.0015
H -1.0999 0.7889 2.4388
H 0.6288 1.0483 2.1467
H -0.0570 -0.5661 1.8866
H -0.9271 0.4178 5.8640
H -1.1214 -1.1739 5.1223
H -1.8995 0.1712 4.3395
H -0.3801 8.2499 3.4021
H 3.2566 5.2644 1.5687
H 2.0708 6.2793 0.7814
H 3.5514 7.0470 1.4832
H 2.0675 7.6225 4.5855
H 2.9652 8.3005 3.1930
H 3.6437 6.9660 4.1421
O -2.6776 -3.1748 5.4924
C -2.3850 -3.5948 4.4086
O -1.1946 -3.3515 3.8148
C -1.1937 -3.8952 2.4779
C -2.2625 -4.9740 2.4858
C -3.2656 -4.4165 3.4912
H -1.4192 -3.0852 1.7786
H -0.2098 -4.2924 2.2473
H -2.6839 -5.1693 1.5053
H -1.8425 -5.9045 2.8595
H -3.9935 -3.7535 3.0181
H -3.7735 -5.2020 4.0449
O 2.1480 -1.9782 1.0196
C 2.2064 -1.5308 -0.0870
O 1.3345 -1.8364 -1.0908
C 1.7661 -1.2019 -2.3122
C 2.6463 -0.0451 -1.8778
C 3.2724 -0.5819 -0.5957
H 2.3117 -1.9379 -2.9104
H 0.8946 -0.8675 -2.8717
H 3.3711 0.2511 -2.6351
H 2.0268 0.8232 -1.6483
H 4.1845 -1.1488 -0.7913
H 3.4625 0.2071 0.1277
O 0.5159 0.5555 -4.1610
C -0.1791 1.1301 -4.9492
O -0.9157 0.4810 -5.8855
C -1.5550 1.4367 -6.7530
C -1.6060 2.7286 -5.9504
C -0.3460 2.6252 -5.0985
H -0.9580 1.5320 -7.6631
H -2.5469 1.0758 -7.0187
H -1.6497 3.6216 -6.5713
H -2.4849 2.7263 -5.3037
H 0.5288 3.0290 -5.6115
H -0.4687 3.0976 -4.1292
O -0.8317 -6.4744 0.7833
C 0.0999 -6.2814 0.0515
O 1.1856 -5.5513 0.3978
C 2.0551 -5.4093 -0.7444
C 1.6973 -6.5690 -1.6620
C 0.2193 -6.7539 -1.3798
H 1.8629 -4.4370 -1.2031
H 3.0940 -5.4482 -0.4241
H 1.9247 -6.3745 -2.7090
H 2.2432 -7.4622 -1.3614
H -0.3987 -6.1129 -2.0121
H -0.0896 -7.7904 -1.4733
O -3.8493 1.5386 -1.5226
C -3.9996 0.9127 -0.5135
O -3.3893 -0.2766 -0.2664
C -3.8659 -0.8184 0.9805
C -4.4024 0.3760 1.7515
C -4.9091 1.2817 0.6389
H -4.6434 -1.5566 0.7627
H -3.0454 -1.3137 1.4982
H -5.1648 0.1105 2.4823
H -3.5856 0.8708 2.2807
H -5.9404 1.0523 0.3631
H -4.8072 2.3330 0.8985
O -2.2316 -5.6381 -5.4013
C -2.0593 -4.4811 -5.1405
O -0.8343 -3.9149 -5.0598
C -0.9520 -2.5431 -4.6230
C -2.3738 -2.1380 -4.9710
C -3.1276 -3.4552 -4.8144
H -0.7596 -2.5035 -3.5487
H -0.2114 -1.9348 -5.1334
H -2.7542 -1.3318 -4.3467
H -2.4210 -1.8086 -6.0104
H -3.4654 -3.6136 -3.7890
H -3.9632 -3.5349 -5.5046
O 1.5118 -9.7029 -1.9323
C 0.7206 -10.6006 -1.9230
O 0.8435 -11.6887 -1.1262
C -0.1987 -12.6334 -1.4216
C -1.3036 -11.8181 -2.0746
C -0.5131 -10.7308 -2.7945
H 0.2056 -13.3970 -2.0904
H -0.5236 -13.1106 -0.4997
H -1.9442 -12.4074 -2.7284
H -1.9333 -11.3657 -1.3068
H -0.2057 -11.0404 -3.7944
H -1.0566 -9.7907 -2.8404



170
Properties=species:S:1:pos:R:3 method="wB97M-V/def2-TZVPD" smiles="CCc1c(CP(=O)(O)O)c(S)c2c(c1C[C@H](O)CN)Sc1c(CCCBr)c(CCCBr)cc(CCN(CC)C(C)=O)c1N2P(O)Cl.COCCOC.COCCOC.COCCOC.COCCOC.COCCOC" homo_lumo_gap_ev=7.81 e_tot_ha=-10416.9550 lumo_energy_ev=-0.1
C -3.6104 6.6948 -2.1242
C -2.4975 6.1168 -1.2321
C -2.1319 4.7125 -1.6563
C -2.7184 3.5949 -1.0468
C -3.7186 3.7722 0.0663
P -2.9112 3.6426 1.6959
O -1.5283 3.1737 1.7018
O -3.8389 2.6484 2.5664
O -3.0876 5.0743 2.3992
C -2.3639 2.3047 -1.4538
S -3.0411 0.8887 -0.6064
C -1.4298 2.1085 -2.4713
C -0.8339 3.2257 -3.0461
C -1.1807 4.5251 -2.6630
C -0.4929 5.6943 -3.3301
C 0.8532 6.0582 -2.6665
O 0.7641 5.7893 -1.2728
C 1.1565 7.5412 -2.8941
N 2.3293 8.0481 -2.2009
S 0.3757 3.0572 -4.3224
C 0.9754 1.4202 -4.0609
C 2.2483 1.1032 -4.5551
C 3.0735 2.1355 -5.2854
C 2.5402 2.6683 -6.6222
C 2.2535 1.5911 -7.6745
Br 3.5828 1.5985 -9.1012
C 2.7545 -0.1836 -4.2957
C 4.1214 -0.6482 -4.7496
C 4.2100 -1.0997 -6.2129
C 3.0536 -2.0131 -6.5817
Br 3.0743 -2.4455 -8.4834
C 1.9859 -1.0782 -3.5566
C 0.7240 -0.7669 -3.0717
C -0.0310 -1.7632 -2.2196
C 0.7831 -2.3631 -1.0684
N 0.7397 -1.5265 0.1464
C 1.2474 -2.3198 1.2991
C 0.0973 -2.7746 2.1993
C 1.5834 -0.3553 -0.0114
C 0.8924 0.9756 0.1345
O 2.7675 -0.4364 -0.2449
C 0.2056 0.4979 -3.3558
N -1.1236 0.7780 -2.8857
P -2.1717 0.0267 -4.0968
O -3.0074 -0.9983 -3.1482
Cl -3.6148 1.5055 -4.4073
H -4.5862 6.2838 -1.8588
H -3.6401 7.7829 -2.0889
H -3.4339 6.3993 -3.1609
H -1.6130 6.7472 -1.2986
H -2.8153 6.1241 -0.1919
H -4.4854 3.0004 0.0195
H -4.2453 4.7249 -0.0055
H -4.7779 2.7744 2.3867
H -3.9733 5.4353 2.2715
H -4.2388 0.9061 -1.2085
H -0.3241 5.4640 -4.3826
H -1.1374 6.5721 -3.3015
H 1.6435 5.4573 -3.1282
H 1.5829 5.4034 -0.9556
H 0.2793 8.1003 -2.5572
H 1.2487 7.7101 -3.9730
H 2.9973 7.3223 -1.9810
H 2.0777 8.5032 -1.3373
H 3.1898 3.0012 -4.6226
H 4.0793 1.7563 -5.4575
H 3.3069 3.3364 -7.0172
H 1.6470 3.2800 -6.5061
H 1.3161 1.7823 -8.1867
H 2.2417 0.5932 -7.2459
H 4.3817 -1.5122 -4.1315
H 4.8845 0.1006 -4.5320
H 5.1380 -1.6539 -6.3721
H 4.2519 -0.2619 -6.9120
H 3.1182 -2.9734 -6.0738
H 2.0828 -1.5632 -6.3955
H 2.3855 -2.0646 -3.3497
H -0.4251 -2.5685 -2.8433
H -0.8752 -1.2613 -1.7454
H 1.8201 -2.5762 -1.3541
H 0.3300 -3.3210 -0.8014
H 1.7571 -3.2150 0.9343
H 1.9546 -1.7473 1.8988
H -0.2283 -3.7761 1.9227
H -0.7198 -2.0566 2.1655
H 0.4579 -2.8127 3.2297
H 0.8412 1.4321 -0.8563
H 1.4839 1.6364 0.7671
H -0.1165 0.8943 0.5308
H -3.5050 -1.6023 -3.7155
C 3.2994 -3.5487 4.3666
O 2.9525 -4.5424 3.4164
C 3.9890 -5.4843 3.1960
C 3.7658 -6.7682 3.9649
O 3.8130 -6.5700 5.3670
C 2.5365 -6.4652 5.9708
H 2.3816 -3.0554 4.6838
H 3.7907 -3.9807 5.2408
H 3.9611 -2.8038 3.9110
H 4.9615 -5.0529 3.4530
H 3.9956 -5.7175 2.1263
H 4.5628 -7.4729 3.7088
H 2.8107 -7.2176 3.6734
H 2.0708 -7.4522 6.0661
H 1.8734 -5.8089 5.4027
H 2.6799 -6.0488 6.9665
C -1.8322 -6.3722 -0.2561
O -2.1214 -5.1354 0.3661
C -3.0843 -4.3548 -0.3228
C -4.4619 -4.4748 0.2887
O -4.9869 -5.7876 0.1796
C -4.8469 -6.5555 1.3607
H -1.3058 -6.9889 0.4711
H -2.7412 -6.8902 -0.5708
H -1.1836 -6.2253 -1.1288
H -3.1149 -4.6329 -1.3819
H -2.7626 -3.3102 -0.2562
H -5.1416 -3.8070 -0.2496
H -4.4357 -4.1572 1.3359
H -5.5897 -6.2562 2.1082
H -3.8475 -6.4576 1.7904
H -5.0188 -7.5974 1.0951
C -1.3104 5.2657 5.0403
O -1.7759 5.6516 6.3251
C -0.9668 5.1551 7.3784
C -0.0088 6.1960 7.9131
O 0.9521 6.5922 6.9481
C 0.6347 7.8051 6.2933
H -1.8058 5.8874 4.3019
H -0.2301 5.3971 4.9457
H -1.5657 4.2197 4.8442
H -0.4225 4.2656 7.0480
H -1.6388 4.8528 8.1873
H 0.5410 5.7653 8.7556
H -0.5648 7.0650 8.2805
H 0.8447 8.6633 6.9419
H -0.4130 7.8354 5.9857
H 1.2653 7.8731 5.4082
C -1.6084 -1.5600 7.2162
O -1.6126 -0.8467 5.9948
C -2.4923 0.2660 5.9863
C -1.7723 1.5713 6.2403
O -1.2096 1.6176 7.5462
C 0.1751 1.3206 7.5668
H -0.7294 -2.2029 7.2160
H -1.5580 -0.8891 8.0769
H -2.5029 -2.1873 7.3032
H -3.2896 0.1280 6.7243
H -2.9500 0.3111 4.9936
H -2.4947 2.3906 6.1699
H -1.0013 1.7358 5.4810
H 0.7640 2.1800 7.2256
H 0.4121 0.4567 6.9422
H 0.4473 1.0992 8.5980
C -0.2610 -7.6828 -4.2340
O 0.6647 -7.2584 -5.2172
C 0.3686 -5.9877 -5.7698
C 1.1953 -4.8867 -5.1432
O 0.9033 -4.7146 -3.7658
C 1.8263 -5.3467 -2.8946
H 0.1934 -8.5120 -3.6941
H -0.4948 -6.8832 -3.5267
H -1.1891 -8.0320 -4.6996
H -0.6977 -5.7622 -5.6632
H 0.6002 -6.0318 -6.8379
H 0.9593 -3.9436 -5.6468
H 2.2618 -5.0931 -5.2859
H 2.7445 -4.7538 -2.8101
H 2.0750 -6.3555 -3.2303
H 1.3527 -5.4013 -1.9150



165
Properties=species:S:1:pos:R:3 method="wB97M-V/def2-TZVPD" total_charge=+1 homo_lumo_gap_ev=8.87 e_tot_ha=-6044.0579 lumo_energy_ev=-3.0
C 6.6308 -5.3478 0.6648
C 7.7069 -4.5699 -0.2862
C 8.2478 -3.2435 0.4464
C 8.6298 -2.0318 -0.5448
C 7.5116 -1.6920 -1.6470
C 6.0481 -1.3630 -1.0454
C 5.7664 0.2065 -1.2398
C 4.3310 0.7053 -0.6960
C 3.8967 0.0578 0.7217
C 3.3570 1.1979 1.7673
C 1.7523 1.0627 1.8143
C 1.1861 0.1069 2.9799
C -0.3736 0.5407 3.2077
C -1.2112 0.0578 1.9272
C -2.6739 0.7580 1.7902
C -3.8707 -0.2824 1.5284
C -4.2472 -0.4866 -0.0313
C -5.2332 -1.7950 -0.1553
C -6.3528 -2.0171 0.9809
C -7.8412 -2.1922 0.3371
O -8.8104 -2.2683 1.1442
C -4.1419 -2.9538 -0.3838
C -4.5773 -4.4836 -0.5607
C -6.1095 -4.7247 -0.9386
O -6.6665 -4.4443 -2.0207
Br -7.2260 -5.6080 0.4851
C -3.3032 -2.2307 -1.5900
C -4.1226 -2.2850 -2.9680
C -3.2362 -2.1413 -4.2854
O -2.2265 -2.8483 -4.5199
F -3.5791 -1.1911 -5.3184
N -3.0739 -0.8819 -0.9229
C -2.3123 0.1866 -1.6567
C -0.8945 -0.4340 -2.1544
C -3.1333 0.9680 -2.7988
C -2.1789 1.3523 -4.0678
H 7.0148 -6.3948 0.9288
H 5.6080 -5.4763 0.1573
H 6.4475 -4.7640 1.6439
H 7.2338 -4.3894 -1.3098
H 8.5832 -5.3020 -0.4412
H 7.4324 -2.8828 1.1700
H 9.1591 -3.5595 1.0884
H 8.8383 -1.1116 0.1174
H 9.5999 -2.3049 -1.1090
H 7.9132 -0.7986 -2.2630
H 7.4031 -2.5569 -2.4123
H 5.2879 -1.9651 -1.6692
H 6.0021 -1.7135 0.0425
H 5.8031 0.4305 -2.3774
H 6.5831 0.8765 -0.7724
H 4.4086 1.8501 -0.5362
H 3.5445 0.5211 -1.5234
H 3.0890 -0.7642 0.5925
H 4.7901 -0.4402 1.2615
H 3.6360 2.2643 1.4219
H 3.8068 1.0253 2.8049
H 1.2314 2.0778 1.9191
H 1.4261 0.6069 0.7999
H 1.2483 -1.0033 2.6507
H 1.7898 0.2686 3.9671
H -0.4445 1.6723 3.3446
H -0.7671 -0.0493 4.1200
H -0.6874 0.2011 0.9204
H -1.4184 -1.0724 2.0453
H -2.8805 1.2279 2.8317
H -2.6713 1.6617 1.0637
H -4.7932 0.1449 2.0855
H -3.6418 -1.2827 2.0542
H -4.7453 0.5325 -0.2679
H -5.8877 -1.4562 -1.0540
H -6.1227 -3.0417 1.4693
H -6.4545 -1.1695 1.7369
H -8.0354 -2.2758 -0.7886
H -3.4641 -2.9295 0.5449
H -3.8846 -4.9881 -1.3339
H -4.3537 -5.0132 0.4451
H -2.3785 -2.8617 -1.8199
H -4.9775 -1.5176 -3.0113
H -4.6349 -3.3197 -3.0298
H -2.3802 -1.1669 -0.1881
H -2.0207 0.9833 -0.8664
H -0.4906 -1.0404 -1.2515
H -0.1543 0.4153 -2.3307
H -0.9855 -1.1335 -3.0507
H -4.1113 0.4749 -3.1230
H -3.4339 1.9960 -2.3514
H -2.7289 2.0062 -4.8373
H -1.7643 0.4356 -4.6066
H -1.3067 1.9803 -3.6622
C 6.2366 -3.5905 -8.0705
C 6.8950 -2.4680 -7.2904
O 7.4906 -2.9585 -6.0840
C 8.6619 -3.6020 -6.2353
O 9.2408 -3.7888 -7.2778
O 9.0638 -4.0257 -5.0245
C 10.2537 -4.8130 -5.0545
H 5.5292 -4.1336 -7.4383
H 5.7077 -3.1986 -8.9413
H 6.9746 -4.3180 -8.4171
H 6.1349 -1.7410 -6.9923
H 7.6325 -1.9327 -7.8958
H 11.0604 -4.2931 -5.5755
H 10.0493 -5.7768 -5.5257
H 10.5655 -4.9891 -4.0241
C 6.8187 -0.6400 7.7935
C 6.6478 0.2781 6.5978
O 5.3237 0.1823 6.0585
C 4.3681 0.8280 6.7481
O 4.5297 1.4721 7.7555
O 3.1907 0.6087 6.1339
C 2.0703 1.1624 6.8235
H 6.5394 -1.6644 7.5338
H 7.8523 -0.6308 8.1440
H 6.1737 -0.3362 8.6216
H 7.3331 -0.0310 5.8042
H 6.8900 1.3156 6.8460
H 2.2142 2.2256 7.0272
H 1.8963 0.6132 7.7513
H 1.1933 1.0500 6.1839
C -6.4584 6.5505 -2.4425
C -6.0820 5.2852 -1.6949
O -4.6658 5.0667 -1.7298
C -3.9397 5.8312 -0.8936
O -4.3730 6.6588 -0.1307
O -2.6414 5.5301 -1.0751
C -1.7477 6.3426 -0.3127
H -6.0572 6.5292 -3.4591
H -7.5429 6.6640 -2.4900
H -6.0425 7.4363 -1.9565
H -6.5448 4.4246 -2.1855
H -6.4455 5.3015 -0.6630
H -2.0074 6.3314 0.7479
H -1.7530 7.3637 -0.6996
H -0.7424 5.9340 -0.4254
C -11.7404 -1.1879 1.6936
C -12.0273 -2.6230 1.2946
O -13.1596 -3.1389 2.0034
C -14.3598 -2.7273 1.5582
O -14.5560 -1.9825 0.6278
O -15.3044 -3.2688 2.3462
C -16.6288 -2.8339 2.0410
H -11.6357 -1.1047 2.7785
H -10.8256 -0.8301 1.2193
H -12.5588 -0.5243 1.4029
H -11.1745 -3.2501 1.5655
H -12.1693 -2.7222 0.2141
H -16.8635 -2.9874 0.9856
H -16.7461 -1.7826 2.3125
H -17.3225 -3.4267 2.6386
C 6.0240 7.2719 2.7783
C 4.6539 7.9107 2.6496
O 4.2334 7.9588 1.2808
C 3.7905 6.7992 0.7684
O 3.7112 5.7450 1.3526
O 3.4725 7.0059 -0.5217
C 3.0825 5.8198 -1.2116
H 6.7451 7.7767 2.1303
H 6.3779 7.3193 3.8098
H 6.0026 6.2232 2.4716
H 4.7033 8.9451 2.9992
H 3.9086 7.3982 3.2652
H 2.2788 5.2989 -0.6859
H 3.9472 5.1647 -1.3382
H 2.7180 6.1070 -2.1988